Model 1:
Below is a 11-piece molecular cluster, C20H48Cl2F12N5O10 overall, with properties calculated with ωB97M-V with the def2-TZVPD basis set.

Calculated values
HOMO energy = -16.59 eV
molecular weight = 817.51 g mol⁻¹
gap between HOMO and LUMO = 6.8 eV
total charge = +3
LUMO = -9.840 eV

Last column: Mulliken charge in e.
CARTESIAN COORDINATES (ANGSTROEM)
N -3.500 2.178 1.934  -0.058
H -2.684 1.875 1.421  -0.076
H -4.242 1.725 1.419  0.464
H -3.676 3.167 1.832  0.309
H -3.520 1.828 2.881  0.385
N -2.288 -2.376 -1.606  0.019
H -2.919 -1.588 -1.585  0.417
H -2.652 -3.170 -1.099  0.494
H -1.563 -2.127 -0.948  -0.335
H -1.817 -2.690 -2.443  0.447
N -2.518 -1.227 1.885  0.051
H -3.088 -1.716 1.211  0.372
H -1.903 -1.738 2.502  0.224
H -3.094 -0.723 2.544  0.415
H -1.898 -0.594 1.401  -0.271
N 0.097 1.005 3.487  0.084
H -0.147 1.168 2.521  -0.270
H -0.316 0.113 3.718  0.340
H -0.360 1.706 4.053  0.431
H 1.104 0.966 3.563  0.240
N -0.178 -3.602 2.414  0.060
H -1.029 -4.046 2.100  0.409
H -0.045 -2.841 1.764  -0.001
H 0.613 -4.227 2.480  -0.013
H -0.337 -3.123 3.288  0.487
O -0.986 1.114 1.010  -0.398
C -0.117 0.676 -0.014  -0.081
C 0.540 -0.793 -0.084  0.110
O -0.150 -1.955 0.225  -0.918
H 0.646 1.432 -0.203  0.120
H -0.600 0.847 -0.976  -0.298
H 1.276 -0.850 0.718  -0.309
H 1.014 -0.938 -1.054  0.382
C 4.140 4.056 1.269  -1.377
C 2.972 3.131 1.470  0.414
O 3.530 1.808 1.606  -0.243
C 3.336 0.957 2.676  0.301
O 2.741 1.264 3.715  -0.713
C 3.884 -0.498 2.462  1.011
F 4.335 -0.627 1.190  -0.222
F 4.965 -0.732 3.281  -0.261
F 2.957 -1.351 2.800  -0.205
H 5.007 3.646 0.750  0.375
H 4.593 4.320 2.224  0.373
H 3.786 4.925 0.715  0.299
H 2.259 3.195 0.648  -0.034
H 2.424 3.475 2.347  0.280
C -1.498 3.012 -2.915  -0.464
C -2.710 2.488 -2.184  0.452
O -3.897 3.283 -2.443  -0.227
C -4.590 3.894 -1.449  0.333
O -4.344 3.887 -0.232  -0.522
C -5.932 4.482 -2.093  0.824
F -5.781 5.762 -2.115  -0.204
F -6.194 3.908 -3.304  -0.212
F -6.958 4.257 -1.269  -0.234
H -0.898 2.159 -3.231  -0.292
H -0.902 3.561 -2.186  0.124
H -1.722 3.614 -3.796  0.473
H -2.517 2.258 -1.136  -0.193
H -2.813 1.520 -2.675  0.122
C 1.713 -6.080 -0.137  -1.207
C 2.436 -4.950 0.522  0.762
O 3.274 -5.264 1.591  -0.279
C 2.692 -5.512 2.870  0.474
O 1.477 -5.494 3.161  -0.685
C 3.732 -5.966 3.969  0.763
F 5.003 -6.060 3.501  -0.230
F 3.778 -5.098 4.984  -0.219
F 3.421 -7.174 4.360  -0.210
H 1.048 -5.589 -0.848  0.325
H 1.101 -6.667 0.547  0.322
H 2.430 -6.672 -0.706  0.362
H 1.743 -4.161 0.816  -0.576
H 3.022 -4.450 -0.250  0.378
C 0.554 0.696 -5.545  -1.295
C 0.912 -0.060 -4.299  0.060
O 1.224 -1.405 -4.738  -0.255
C 0.570 -2.586 -4.481  0.411
O -0.313 -2.701 -3.618  -0.693
C 0.970 -3.761 -5.409  0.783
F 2.106 -4.305 -5.105  -0.222
F 0.091 -4.785 -5.416  -0.226
F 1.059 -3.266 -6.680  -0.227
H 1.267 0.535 -6.353  0.388
H 0.312 1.737 -5.329  0.397
H -0.410 0.327 -5.896  0.354
H 0.141 0.056 -3.538  -0.006
H 1.782 0.349 -3.787  0.335
Cl 0.987 6.076 0.553  -0.143
C -0.262 4.898 0.985  0.289
C -1.591 5.652 1.227  -0.253
Cl -1.437 7.157 2.367  -0.128
H -0.039 4.340 1.894  0.158
H -0.234 4.129 0.212  -0.198
H -2.225 4.916 1.723  -0.047
H -2.169 6.002 0.372  0.330

***

Model 2:
Below is a 11-piece molecular cluster, C20H48Cl2F12N5O10 overall, with properties calculated with ωB97M-V with the def2-TZVPD basis set.

Calculated values
HOMO energy = -12.93 eV
molecular weight = 817.51 g mol⁻¹
gap between HOMO and LUMO = 3.7 eV
total charge = +3
LUMO = -9.200 eV

Last column: Mulliken charge in e.
CARTESIAN COORDINATES (ANGSTROEM)
N 5.145 2.939 1.470  -0.443
H 4.418 2.323 1.134  0.295
H 5.019 3.745 0.874  0.391
H 6.071 2.598 1.256  0.355
H 5.001 3.232 2.426  0.378
N -1.678 3.967 -2.350  -0.407
H -0.694 4.131 -2.505  0.390
H -2.117 4.725 -1.848  0.417
H -1.698 3.291 -1.600  0.173
H -2.304 3.619 -3.062  0.325
N 0.560 3.999 2.043  -0.770
H 0.296 4.657 1.324  0.396
H -0.075 3.784 2.799  0.339
H 1.372 4.325 2.547  0.445
H 0.743 3.099 1.622  0.257
N 1.849 -0.244 4.491  -0.467
H 1.952 -0.218 3.487  0.267
H 1.304 0.575 4.722  0.390
H 2.761 -0.126 4.907  0.401
H 1.355 -1.088 4.743  0.294
N -3.563 2.921 3.542  -0.379
H -3.598 3.840 3.125  0.398
H -3.066 2.363 2.863  0.272
H -4.466 2.548 3.797  0.227
H -2.933 2.922 4.332  0.411
O 1.537 0.371 0.724  -0.787
C 0.587 -0.282 -0.094  -0.355
C -1.008 -0.143 0.077  -0.206
O -1.646 1.056 0.358  -0.768
H 0.857 -1.332 -0.211  0.296
H 0.811 -0.054 -1.136  0.160
H -1.276 -0.663 0.996  -0.009
H -1.510 -0.590 -0.781  0.304
C 1.890 -6.753 2.427  -1.229
C 1.666 -5.268 2.500  -0.085
O 0.277 -5.091 2.843  -0.253
C -0.203 -4.389 3.931  0.446
O 0.507 -3.909 4.821  -0.607
C -1.758 -4.178 3.940  0.825
F -2.283 -4.647 2.781  -0.215
F -2.339 -4.909 4.951  -0.246
F -2.012 -2.922 4.183  -0.224
H 1.045 -7.361 2.103  0.330
H 2.058 -7.168 3.421  0.347
H 2.724 -6.931 1.748  0.345
H 1.926 -4.773 1.565  0.290
H 2.361 -4.864 3.237  0.279
C 4.340 -0.078 -4.433  -1.055
C 4.567 1.308 -3.881  -0.158
O 5.775 1.920 -4.409  -0.202
C 6.787 2.332 -3.606  0.438
O 6.858 2.258 -2.368  -0.609
C 7.826 3.136 -4.520  0.833
F 8.864 2.380 -4.624  -0.210
F 7.259 3.509 -5.705  -0.210
F 8.242 4.226 -3.871  -0.238
H 3.267 -0.217 -4.566  0.308
H 4.652 -0.781 -3.661  0.243
H 4.828 -0.275 -5.387  0.350
H 4.443 1.370 -2.800  0.298
H 3.698 1.815 -4.299  0.213
C -8.113 1.694 1.583  -1.014
C -7.366 0.590 2.259  -0.066
O -7.863 0.136 3.479  -0.259
C -7.603 0.902 4.654  0.374
O -6.972 1.978 4.728  -0.563
C -8.312 0.345 5.952  0.818
F -9.064 -0.761 5.720  -0.232
F -7.419 -0.005 6.881  -0.231
F -9.154 1.246 6.384  -0.214
H -7.488 1.952 0.728  0.328
H -8.229 2.586 2.197  0.330
H -9.054 1.298 1.199  0.294
H -6.310 0.838 2.360  0.095
H -7.329 -0.246 1.560  0.347
C -1.326 -1.613 -7.000  -1.153
C -1.954 -1.416 -5.652  -0.161
O -3.338 -1.079 -5.914  -0.280
C -4.018 0.092 -5.676  0.450
O -3.566 1.008 -4.972  -0.593
C -5.373 0.215 -6.416  0.838
F -6.330 -0.470 -5.875  -0.224
F -5.851 1.475 -6.489  -0.231
F -5.185 -0.245 -7.690  -0.231
H -1.928 -2.242 -7.656  0.320
H -0.274 -1.887 -6.919  0.377
H -1.250 -0.637 -7.481  0.319
H -1.371 -0.720 -5.049  0.265
H -1.925 -2.313 -5.033  0.302
Cl 6.708 -4.353 0.381  -0.151
C 6.338 -2.648 0.688  -0.313
C 7.656 -1.838 0.631  -0.332
Cl 9.071 -2.579 1.649  -0.151
H 5.893 -2.468 1.666  0.221
H 5.535 -2.383 0.000  0.267
H 7.392 -0.876 1.070  0.120
H 8.095 -1.603 -0.338  0.341

***

Of them, model 2 has the lowest stability.

***

Model 1:
Below is a 2-piece molecular cluster, C4H14NOS overall, with properties calculated with ωB97M-V with the def2-TZVPD basis set.

Calculated values
HOMO energy = -12.57 eV
molecular weight = 124.23 g mol⁻¹
gap between HOMO and LUMO = 9.5 eV
total charge = +1
LUMO = -3.077 eV

Last column: Mulliken charge in e.
CARTESIAN COORDINATES (ANGSTROEM)
C -1.960 -0.549 0.294  -0.543
C -1.235 -0.169 -1.058  -0.580
C 0.277 0.232 -1.068  -0.804
S 1.453 -1.104 -0.749  -0.053
C 2.756 -0.126 -1.521  -1.020
N -0.856 -0.959 1.278  -0.104
H -2.499 -1.447 0.057  0.361
H -2.432 0.340 0.720  0.330
H -1.388 -1.090 -1.611  0.356
H -1.834 0.585 -1.635  0.373
H 0.567 0.510 -2.085  0.464
H 0.485 1.079 -0.387  0.330
H 3.715 -0.469 -1.162  0.401
H 2.672 -0.127 -2.590  0.340
H 2.923 0.811 -1.020  0.339
H -0.392 -0.049 1.508  0.273
H -0.190 -1.554 0.781  0.167
H -1.278 -1.357 2.118  0.385
H 0.525 1.713 2.849  0.327
H -0.916 2.266 2.582  0.331
O -0.392 1.465 2.700  -0.673

***

Model 2:
Below is a 2-piece molecular cluster, C4H14NOS overall, with properties calculated with ωB97M-V with the def2-TZVPD basis set.

Calculated values
HOMO energy = -12.62 eV
molecular weight = 124.23 g mol⁻¹
gap between HOMO and LUMO = 9.2 eV
total charge = +1
LUMO = -3.457 eV

Last column: Mulliken charge in e.
CARTESIAN COORDINATES (ANGSTROEM)
C 1.600 0.186 -0.923  -1.511
C 0.452 -0.232 -0.112  0.539
C -0.621 0.909 -0.102  -0.623
C -2.118 0.580 0.095  -0.785
S -2.539 -0.941 -0.875  -0.199
N 0.889 -0.539 1.315  -0.254
H 2.293 0.935 -0.527  0.191
H 2.247 -0.628 -1.327  0.394
H 1.252 0.654 -1.830  0.447
H 0.031 -1.138 -0.756  0.248
H -0.760 1.470 -1.073  0.292
H -0.337 1.543 0.798  0.203
H -2.402 0.536 1.181  0.300
H -2.909 1.292 -0.371  0.408
H -3.379 -0.252 -1.682  0.175
H 1.388 0.274 1.930  0.395
H 0.100 -0.785 1.833  0.320
H 1.459 -1.396 1.174  0.404
H 3.837 1.350 0.561  0.328
H 4.801 0.641 1.207  0.306
O 3.862 0.710 1.242  -0.577

***

Of them, model 2 has the lowest stability.

***

Model 1:
Below is C3H5N2 as an isolated structure, with properties calculated with ωB97M-V with the def2-TZVPD basis set.

Calculated values
HOMO energy (alpha / beta) = -14.98 / -14.98 eV
molecular weight = 69.09 g mol⁻¹
gap between HOMO and LUMO (alpha / beta) = 8.1 / 8.1 eV
total charge = +1
LUMO (alpha / beta) = -6.897 / -6.895 eV

Last column: Mulliken charge in e.
CARTESIAN COORDINATES (ANGSTROEM)
C -0.741 -0.090 -1.627  0.000
C -0.144 0.068 0.842  -0.218
C 0.933 -0.270 -0.010  -0.197
N 0.528 -0.174 -1.268  0.025
N -1.267 0.304 0.114  -0.365
H -0.448 -0.770 1.595  0.338
H 0.203 0.739 1.688  0.368
H 1.804 -0.567 0.422  0.465
H 1.166 -0.271 -2.077  0.288
H -2.034 1.032 0.321  0.295

***

Model 2:
Below is an isolated ion of composition C3H5N2 and charge +1, with properties calculated with ωB97M-V with the def2-TZVPD basis set.

Calculated values
HOMO energy (alpha / beta) = -13.90 / -13.90 eV
SMILES = C#C/[NH+]=C/N
molecular weight = 69.09 g mol⁻¹
gap between HOMO and LUMO (alpha / beta) = 9.3 / 9.3 eV
total charge = +1
LUMO (alpha / beta) = -4.626 / -4.626 eV

Last column: Mulliken charge in e.
CARTESIAN COORDINATES (ANGSTROEM)
C -3.245 -0.298 -0.156  -0.160
C -1.921 0.193 -0.026  -0.173
C 0.490 -0.160 0.378  0.313
N 1.738 0.127 0.127  -0.305
N -0.538 0.541 -0.035  -0.184
H -4.340 -0.550 -0.162  0.411
H 0.041 -1.013 1.018  0.339
H 2.563 -0.411 0.407  0.276
H 1.926 0.738 -0.602  0.222
H -0.293 1.380 -0.559  0.261

***

Model 3:
Below is C3H5N2 as an isolated structure, with properties calculated with ωB97M-V with the def2-TZVPD basis set.

Calculated values
HOMO energy = -16.62 eV
molecular weight = 69.09 g mol⁻¹
gap between HOMO and LUMO = 10.5 eV
total charge = +1
LUMO = -6.089 eV

Last column: Mulliken charge in e.
CARTESIAN COORDINATES (ANGSTROEM)
C 0.618 -1.158 -0.063  0.059
C 0.880 0.918 0.049  0.019
C -0.774 -0.574 -0.062  -0.374
N 1.518 -0.211 -0.004  -0.363
N -0.403 0.877 -0.151  -0.063
H 0.726 -2.156 -0.039  0.457
H 1.502 2.130 0.384  0.352
H -1.567 -0.810 -0.882  0.320
H -1.387 -0.602 0.808  0.338
H -1.113 1.586 -0.040  0.256

***

Of them, model 1 has the lowest stability.

***

Model 1:
Below is an isolated ion of composition C3H5N2 and charge +1, with properties calculated with ωB97M-V with the def2-TZVPD basis set.

Calculated values
HOMO energy = -14.50 eV
SMILES = C=C=NC=[NH2+]
molecular weight = 69.09 g mol⁻¹
gap between HOMO and LUMO = 9.3 eV
total charge = +1
LUMO = -5.208 eV

Last column: Mulliken charge in e.
CARTESIAN COORDINATES (ANGSTROEM)
C 0.838 -0.278 -1.017  0.776
C 1.421 0.648 -1.657  -0.844
C -0.568 -1.292 0.705  0.131
N 0.310 -1.079 -0.239  -0.244
N -1.184 -0.245 1.248  -0.364
H 2.249 0.425 -2.227  0.302
H 0.939 1.669 -1.830  0.264
H -0.743 -2.244 0.844  0.459
H -0.845 0.752 1.215  0.257
H -1.927 -0.219 1.936  0.264

***

Model 2:
Below is an isolated ion of composition C3H5N2 and charge +1, with properties calculated with ωB97M-V with the def2-TZVPD basis set.

Calculated values
HOMO energy = -16.23 eV
SMILES = C1[C@@]23N[C@@]12[NH2+]3
molecular weight = 69.09 g mol⁻¹
gap between HOMO and LUMO = 10.9 eV
total charge = +1
LUMO = -5.372 eV

Last column: Mulliken charge in e.
CARTESIAN COORDINATES (ANGSTROEM)
C -1.071 0.535 -0.078  -0.030
C 0.112 0.165 0.788  0.013
C 0.275 0.032 -0.798  -0.035
N 1.234 0.743 0.076  -0.293
N 0.407 -1.169 0.064  -0.094
H -1.956 -0.090 0.074  0.240
H -1.301 1.550 -0.108  0.248
H 1.152 1.827 0.112  0.313
H 1.377 -1.690 -0.049  0.382
H -0.231 -1.903 -0.081  0.256

***

Model 3:
Below is an isolated ion of composition C3H5N2 and charge +1, with properties calculated with ωB97M-V with the def2-TZVPD basis set.

Calculated values
HOMO energy (alpha / beta) = -14.37 / -14.14 eV
molecular weight = 69.09 g mol⁻¹
gap between HOMO and LUMO (alpha / beta) = 7.7 / 7.1 eV
total charge = +1
LUMO (alpha / beta) = -6.631 / -7.044 eV

Last column: Mulliken charge in e.
CARTESIAN COORDINATES (ANGSTROEM)
C 0.375 -1.250 -0.121  -0.253
C -1.291 0.360 0.367  -0.323
C 1.228 1.004 -0.195  -0.185
N 1.273 -0.218 -0.432  0.012
N -0.851 -0.924 0.227  0.039
H -1.975 0.450 1.155  0.320
H -1.156 1.234 -0.397  0.326
H 1.978 1.743 -0.373  0.353
H 1.897 -0.826 -0.969  0.382
H -1.478 -1.572 0.737  0.329

***

Model 4:
Below is an isolated ion of composition C3H5N2 and charge +1, with properties calculated with ωB97M-V with the def2-TZVPD basis set.

Calculated values
HOMO energy (alpha / beta) = -13.63 / -13.63 eV
SMILES = C#C/[NH+]=C/N
molecular weight = 69.09 g mol⁻¹
gap between HOMO and LUMO (alpha / beta) = 8.4 / 8.4 eV
total charge = +1
LUMO (alpha / beta) = -5.250 / -5.251 eV

Last column: Mulliken charge in e.
CARTESIAN COORDINATES (ANGSTROEM)
C 2.826 0.282 -0.490  -0.397
C 1.545 -0.140 0.105  0.098
C -0.824 -0.461 0.288  0.300
N -2.065 -0.106 -0.044  -0.293
N 0.241 0.301 0.116  -0.200
H 3.851 0.074 -0.496  0.334
H -0.742 -1.331 0.952  0.340
H -2.873 -0.673 0.228  0.268
H -2.274 0.726 -0.558  0.241
H 0.317 1.328 -0.101  0.308

***

Of them, model 3 has the lowest stability.

***

Model 1:
Below is an isolated ion of composition C3H5N2 and charge +1, with properties calculated with ωB97M-V with the def2-TZVPD basis set.

Calculated values
HOMO energy = -16.29 eV
SMILES = C1[C@@]23N[C@@]12[NH2+]3
molecular weight = 69.09 g mol⁻¹
gap between HOMO and LUMO = 11.6 eV
total charge = +1
LUMO = -4.666 eV

Last column: Mulliken charge in e.
CARTESIAN COORDINATES (ANGSTROEM)
C -0.867 0.552 -0.026  0.101
C 0.285 0.133 0.704  -0.046
C 0.441 0.095 -0.791  -0.075
N 1.382 0.787 0.058  -0.296
N 0.557 -1.121 0.052  -0.128
H -1.672 -0.194 -0.105  0.221
H -1.047 1.683 -0.102  0.227
H 1.160 1.810 0.113  0.286
H 1.546 -1.506 0.213  0.369
H -0.199 -1.952 -0.025  0.340

***

Model 2:
Below is an isolated ion of composition C3H5N2 and charge +1, with properties calculated with ωB97M-V with the def2-TZVPD basis set.

Calculated values
HOMO energy = -12.96 eV
molecular weight = 69.09 g mol⁻¹
gap between HOMO and LUMO = 9.1 eV
total charge = +1
LUMO = -3.870 eV

Last column: Mulliken charge in e.
CARTESIAN COORDINATES (ANGSTROEM)
C 0.228 1.773 -1.123  -0.062
C 0.689 -0.655 -0.103  -0.462
C -0.797 -0.468 -0.246  0.094
N -0.076 0.675 -0.832  -0.006
N -0.167 -0.384 1.074  -0.164
H 1.099 2.370 -1.271  0.340
H 1.103 -1.624 -0.165  0.305
H -1.777 -0.895 -0.467  0.372
H -0.279 -1.264 1.640  0.336
H -0.024 0.472 1.492  0.248

***

Of them, model 2 has the lowest stability.